51
Properties=species:S:1:pos:R:3:forces:R:3:nbo_charge:R:1 method="wB97M-V/def2-TZVPD" de_lowest_ev=18.6723 fmax_ev_per_a=18.685 homo_energy_ev=-8.1 multiplicity=1 lumo_energy_ev=0.5931 orbital_gap_ev=8.66 total_energy_ev=-29804.3713
O -1.016 0.473 3.660 -0.6 2.5 -0.6 -0.5475
C -0.258 -0.048 2.911 1.1 -4.0 1.5 0.7810
O 0.487 0.403 1.790 -2.2 -2.2 5.2 -0.5225
C 0.159 1.736 1.526 -5.6 -0.5 2.7 -0.1594
H -0.502 2.370 2.409 1.8 -2.3 -2.3 0.2308
H 1.060 2.163 1.544 3.3 2.5 -1.3 0.2019
C -0.750 1.644 0.300 7.2 1.6 0.1 0.6488
O -1.475 2.559 0.215 -4.7 2.2 -0.7 -0.5705
N -0.027 1.118 -0.784 -10.9 5.5 -1.9 -0.4790
C -0.928 1.148 -2.099 7.4 -6.8 0.2 0.0129
H -0.204 0.327 -2.844 -2.3 2.6 1.7 0.2089
C -2.142 0.543 -1.829 -6.2 3.2 -2.9 -0.4697
C -3.109 0.671 -3.143 4.8 -8.1 -1.7 -0.3002
C -3.034 1.840 -3.940 2.9 3.5 4.8 -0.4470
C -1.609 2.553 -3.993 -2.0 -4.7 -4.7 -0.3606
C -1.022 2.384 -2.669 1.1 9.3 -0.3 -0.4909
H -1.643 3.208 -1.993 1.7 -2.2 -1.2 0.2441
H -0.009 2.828 -2.807 -0.3 -0.1 0.7 0.2324
H -1.626 3.516 -4.594 0.2 -1.0 1.5 0.2402
H -1.132 1.696 -4.775 -0.4 2.3 1.8 0.1756
H -3.528 1.897 -4.768 -2.8 -0.3 -5.2 0.2119
H -3.629 2.339 -3.210 -0.9 2.5 0.3 0.1962
H -3.972 0.026 -3.169 -1.0 0.9 0.8 0.2453
H -2.537 -0.365 -3.942 -0.7 2.4 1.8 0.0698
H -2.579 1.322 -1.224 -0.9 -0.5 1.3 0.2296
H -2.247 -0.405 -1.537 0.1 -3.4 1.6 0.2301
C 0.964 0.371 -0.750 12.2 -6.5 -0.2 -0.0255
C 2.252 0.739 -1.989 -7.4 -16.8 -3.4 -0.3035
C 3.346 -0.141 -1.686 6.0 2.3 -2.1 -0.4127
C 3.075 -1.549 -1.903 5.7 -1.6 1.9 -0.4179
C 2.247 -1.986 -0.883 -7.8 -1.6 0.3 -0.3862
C 0.890 -1.114 -0.901 -3.6 -3.5 -1.4 -0.4058
H 0.396 -1.435 -1.999 1.0 0.9 2.6 0.1790
H 0.045 -1.458 -0.116 2.0 0.2 -1.5 0.2072
H 1.891 -3.048 -0.900 0.3 0.7 -0.5 0.2091
H 2.664 -1.919 0.026 1.8 0.6 3.5 0.1982
H 2.868 -1.592 -2.850 -2.5 -1.0 -5.4 0.2087
H 3.956 -2.293 -1.834 -0.3 1.7 -0.2 0.1974
H 4.163 0.257 -2.504 -1.2 -1.2 1.7 0.1967
H 3.929 -0.006 -0.748 -1.0 0.5 -0.2 0.2172
H 1.554 0.543 -2.973 2.6 0.4 2.1 0.1883
H 2.266 1.544 -1.759 1.4 18.0 4.0 0.1396
H 1.562 0.378 0.233 -0.6 0.9 -1.8 0.2340
C -0.004 -1.533 3.362 2.7 3.9 -5.5 0.1872
C -0.215 -2.407 4.331 -5.2 8.0 2.7 -0.3175
C 0.197 -3.519 3.907 2.1 -13.6 4.7 -0.2746
C 0.913 -3.403 2.854 5.4 -0.6 -6.8 0.0941
O 0.777 -2.109 2.381 0.3 -1.7 1.2 -0.4114
H 1.800 -4.066 2.301 -3.1 1.8 1.6 0.2241
H 0.229 -4.661 4.632 -0.2 3.9 -2.5 0.2142
H -0.944 -2.099 5.013 -0.6 -0.2 1.7 0.2476